Entry 1:
DFT (ωB97M-V/def2-TZVPD) results for a structure of composition C46H35Br2MnNOP2Si at a distorted geometry.

Its spin multiplicity is 6. The value obtained for the gap between HOMO and LUMO (alpha / beta) is 4.597 / 6.639 eV. Its charge is 0.

Geometry as XYZ:
```
89
Properties=species:S:1:pos:R:3:forces:R:3:lowdin_spin:R:1
Mn 0.2435 -0.1492 0.1390 0.92 -0.40 0.16 3.856
C -2.1042 2.3459 1.4051 0.01 0.19 0.31 -0.016
Si -1.7252 1.1999 0.0008 -0.46 0.09 -0.38 -0.076
C -3.2191 0.0448 -0.2048 -0.13 -0.11 -0.02 -0.014
C -4.5467 0.5004 -0.2104 0.11 -0.03 -0.01 -0.003
C -5.6060 -0.3779 -0.3632 0.01 0.02 0.00 0.000
C -5.3700 -1.7426 -0.5079 0.00 -0.01 0.01 0.001
C -4.0730 -2.2206 -0.4902 0.02 0.02 0.00 0.001
C -3.0059 -1.3322 -0.3369 -0.07 -0.01 0.00 0.005
P -1.2845 -1.9196 -0.2401 -0.51 -0.31 -0.02 0.023
C -1.2371 -3.1359 1.1057 0.09 0.07 0.04 0.002
C -0.8135 -2.6853 2.3574 -0.04 -0.08 -0.01 0.002
C -0.7957 -3.5550 3.4401 0.00 0.01 -0.06 0.000
C -1.1895 -4.8748 3.2747 0.01 0.00 0.00 0.000
C -1.6018 -5.3290 2.0280 0.00 0.00 -0.02 0.000
C -1.6241 -4.4639 0.9442 -0.09 -0.08 0.02 0.000
C -1.0114 -2.8428 -1.7808 0.03 0.05 -0.02 0.008
C -0.1026 -3.8984 -1.8232 0.06 -0.03 -0.08 0.004
C 0.1842 -4.5211 -3.0307 0.00 0.04 0.03 0.001
C -0.4223 -4.0863 -4.2019 0.01 -0.02 0.00 0.002
C -1.3189 -3.0269 -4.1678 -0.01 0.04 0.06 0.000
C -1.6132 -2.4050 -2.9611 0.03 -0.04 -0.02 0.003
C -1.6115 2.2713 -1.5652 0.01 0.07 -0.13 -0.016
C -2.6737 3.0512 -2.0383 0.03 -0.06 0.01 -0.004
C -2.5403 3.8316 -3.1769 -0.02 -0.02 0.02 0.000
C -1.3339 3.8581 -3.8678 0.04 -0.01 0.00 0.001
C -0.2613 3.1076 -3.4137 -0.01 0.01 0.01 0.001
C -0.4010 2.3228 -2.2688 -0.01 0.04 0.00 0.005
P 0.9829 1.3804 -1.5543 -0.05 0.60 -0.18 0.018
C 1.8908 2.5697 -0.5148 0.11 0.00 -0.17 0.007
C 3.0319 2.1073 0.1448 -0.01 0.02 0.09 0.003
C 3.7090 2.9305 1.0299 -0.06 -0.01 -0.01 0.000
C 3.2508 4.2223 1.2623 0.01 -0.01 -0.01 0.003
C 2.1254 4.6908 0.5999 -0.02 -0.03 -0.02 0.000
C 1.4438 3.8684 -0.2906 -0.04 0.00 0.05 0.003
C 2.0554 0.9990 -2.9704 -0.10 -0.21 0.06 0.002
C 1.5637 0.0781 -3.8979 -0.01 -0.05 0.00 0.002
C 2.3091 -0.2587 -5.0159 -0.01 0.02 0.05 0.000
C 3.5618 0.3132 -5.2078 0.01 0.01 0.02 0.000
C 4.0599 1.2161 -4.2810 -0.01 0.01 0.06 0.000
C 3.3099 1.5598 -3.1600 0.12 0.08 -0.08 0.001
H -3.0116 2.9164 1.1755 0.07 0.00 0.08 -0.004
H -1.2780 3.0452 1.5610 -0.07 -0.03 0.02 0.000
H -2.2581 1.7904 2.3335 0.02 0.06 -0.04 0.000
H -4.7560 1.5587 -0.0851 0.01 -0.07 0.00 0.000
H -6.6230 -0.0036 -0.3654 0.03 -0.01 0.00 0.000
H -6.1996 -2.4293 -0.6218 0.02 0.02 0.00 0.000
H -3.8896 -3.2851 -0.5890 0.01 0.03 0.01 0.000
H -0.4925 -1.6581 2.4888 0.02 0.04 0.00 0.002
H -0.4598 -3.2004 4.4062 0.00 0.00 -0.03 0.000
H -1.1644 -5.5568 4.1158 -0.01 0.02 -0.02 0.000
H -1.9015 -6.3619 1.8977 0.01 0.03 0.00 0.000
H -1.9292 -4.8320 -0.0293 -0.01 0.02 0.06 0.000
H 0.3871 -4.2294 -0.9149 0.02 0.02 -0.05 0.002
H 0.8886 -5.3434 -3.0557 -0.02 0.02 0.01 0.000
H -0.1975 -4.5755 -5.1421 0.00 0.02 0.03 0.000
H -1.7941 -2.6861 -5.0797 0.01 0.00 0.03 0.000
H -2.3154 -1.5798 -2.9352 -0.02 0.00 -0.01 0.000
H -3.6271 3.0402 -1.5178 0.07 0.01 -0.03 0.000
H -3.3799 4.4175 -3.5329 0.03 -0.02 0.02 0.000
H -1.2293 4.4673 -4.7570 -0.01 -0.02 0.01 0.000
H 0.6820 3.1326 -3.9480 -0.02 -0.01 0.02 0.000
H 3.3808 1.0946 -0.0197 -0.01 -0.06 0.02 0.000
H 4.5785 2.5528 1.5542 -0.03 0.02 -0.02 0.000
H 3.7699 4.8611 1.9665 -0.02 -0.02 -0.02 0.000
H 1.7677 5.6974 0.7815 0.01 -0.04 -0.01 0.000
H 0.5549 4.2348 -0.7927 0.06 -0.01 0.02 0.000
H 0.5912 -0.3796 -3.7396 0.01 0.00 -0.02 0.001
H 1.9200 -0.9724 -5.7316 0.00 0.02 0.03 0.000
H 4.1509 0.0483 -6.0774 -0.02 0.01 0.03 0.000
H 5.0393 1.6555 -4.4235 -0.03 -0.01 0.00 0.000
H 3.7076 2.2644 -2.4391 -0.02 -0.02 -0.05 0.000
Br 1.4608 1.3209 4.7403 0.00 0.01 0.03 0.012
C 2.3524 0.0956 3.6098 0.06 0.03 0.19 0.052
C 3.5340 -0.5067 4.0271 -0.06 0.08 0.06 0.024
C 4.1844 -1.3787 3.1813 0.07 -0.04 0.02 0.060
Br 5.8013 -2.1682 3.7955 0.02 -0.01 0.01 0.005
C 3.7053 -1.6865 1.8970 0.02 -0.13 -0.24 0.031
C 4.3401 -2.5450 0.9445 -0.11 0.07 0.00 0.300
C 3.7533 -2.6965 -0.3285 0.15 -0.03 0.15 0.059
C 2.5898 -2.0613 -0.6473 -0.16 0.22 0.24 0.185
N 1.9228 -1.2527 0.2537 0.12 -0.02 0.09 0.214
C 2.4950 -1.0628 1.5216 0.03 -0.18 -0.49 0.060
C 1.8111 -0.1748 2.3639 -0.48 0.22 -0.33 0.040
O 0.6704 0.3880 1.9121 0.34 -0.11 0.43 0.105
H 3.9410 -0.2878 5.0039 -0.02 0.01 0.00 0.000
H 5.2654 -3.0417 1.1915 -0.01 0.01 0.02 0.020
H 4.2315 -3.3145 -1.0786 0.00 0.01 0.02 -0.003
H 2.1470 -2.1531 -1.6301 -0.05 0.02 -0.03 0.011
```
Forces are in eV/Å.



Entry 2:
DFT (ωB97M-V/def2-TZVPD) results for a cluster of 8 separate species, H16O8 in total at a distorted geometry.

Its spin multiplicity is 2. The value obtained for the gap between HOMO and LUMO (alpha / beta) is 2.319 / 10.412 eV. Its charge is -1.

Geometry as XYZ:
```
24
Properties=species:S:1:pos:R:3:forces:R:3:lowdin_spin:R:1
O 2.1394 0.2247 1.6244 0.21 -0.18 -0.11 0.037
H 2.6183 0.5492 2.3871 0.21 0.00 0.32 0.008
H 2.6554 0.5191 0.8739 -0.01 0.04 -0.45 0.010
O -0.3605 0.0162 -0.4692 1.02 0.80 -0.25 0.076
H -0.3143 -0.5097 0.3293 -0.10 -0.27 0.39 0.028
H -1.0877 -0.3618 -0.9637 -0.75 -0.39 -0.04 0.024
O -2.7080 -1.3820 -0.7274 0.58 0.73 -0.48 0.247
H -3.2650 -1.7180 -1.4297 -0.39 -0.31 -0.45 0.068
H -2.9805 -1.8705 0.0494 -0.21 -0.52 0.82 0.106
O -0.9717 2.4656 -2.8953 -0.16 0.14 -0.31 0.021
H -0.8553 3.2670 -2.3850 -0.05 0.17 0.22 0.003
H -0.2381 1.9078 -2.6368 0.23 -0.41 0.12 0.006
O 1.7880 -0.6509 -2.4645 0.44 0.25 -0.36 0.035
H 1.7995 -1.4480 -2.9943 -0.02 -0.19 -0.12 0.006
H 1.3544 -0.9094 -1.6512 -0.52 0.09 0.49 0.012
O -0.2594 2.7543 0.6706 0.01 0.74 0.23 0.018
H 0.5448 3.1968 0.3988 0.21 0.09 -0.04 0.007
H -0.3879 2.0671 0.0168 -0.18 -0.90 -0.18 0.007
O 0.1339 -3.5042 0.7695 0.79 0.02 -0.24 0.144
H 0.1770 -3.9918 1.5920 -0.04 -0.14 0.31 0.027
H -0.7949 -3.3008 0.6594 -0.76 0.18 -0.17 0.069
O -0.0006 0.7112 3.1537 -0.53 -0.18 0.79 0.030
H 0.5908 0.5776 2.4130 0.09 0.00 -0.52 0.006
H 0.4223 1.3904 3.6791 -0.05 0.24 0.05 0.006
```
Forces are in eV/Å.



Entry 3:
DFT (ωB97M-V/def2-TZVPD) results for a cluster of 2 separate species, C11H12NO2S in total at a distorted geometry.

The value obtained for the gap between HOMO and LUMO is 4.506 eV. Its charge is -1.

Geometry as XYZ:
```
27
Properties=species:S:1:pos:R:3:forces:R:3:nbo_charge:R:1
C 2.1399 -2.7701 0.6684 4.81 -3.80 -0.27 -0.337
C 1.0281 -2.5583 1.3511 -0.83 0.13 1.79 -0.215
C 2.5118 -2.1253 -0.4774 -1.77 1.55 -0.12 -0.208
C 0.2248 -1.5216 1.0206 -0.83 0.07 -0.30 -0.319
C 1.6395 -1.1302 -0.8761 -0.20 -0.38 -0.48 -0.297
C 0.4426 -0.7880 -0.2097 -1.84 1.47 2.28 -0.042
C -2.4992 1.4150 0.2454 -1.59 -0.35 1.25 0.650
C 3.0183 3.1134 -0.3526 0.78 0.52 -1.23 0.386
C -3.7876 0.9649 1.0106 0.54 -2.57 -0.83 -0.717
C -0.1280 1.1167 -1.6871 -1.03 3.97 0.24 -0.648
C -0.4038 0.3228 -0.5493 1.93 -3.56 1.60 -0.114
N -1.7202 0.3536 -0.0016 1.42 3.17 -1.79 -0.581
O -2.3292 2.5856 -0.0232 0.65 0.95 -0.51 -0.671
O 3.7346 3.5827 -1.1553 -0.64 -0.41 0.96 -0.511
S 2.0248 2.4537 0.6290 -0.19 -0.21 0.25 0.102
H 2.8363 -3.5504 1.0848 -0.59 0.62 -0.56 0.164
H 0.9832 -3.1707 2.2487 -0.79 0.37 0.18 0.187
H 3.3799 -2.3825 -1.0261 0.74 -0.10 -0.43 0.194
H -0.4685 -1.2978 1.8016 -0.98 0.66 -0.07 0.180
H 1.6831 -0.6244 -1.7886 1.00 0.54 -1.47 0.184
H -4.0490 -0.0142 0.3739 -0.39 2.15 1.71 0.208
H -3.4645 0.6066 2.0221 -0.32 0.22 -0.69 0.207
H -4.6020 1.6972 1.1594 0.59 -0.39 -0.62 0.223
H -0.3539 2.2001 -1.2565 0.54 -1.51 -2.04 0.226
H -0.6932 0.8804 -2.5513 -1.75 0.10 -1.10 0.168
H 0.8120 1.0452 -2.1611 1.71 0.15 0.51 0.205
H -1.9597 -0.4045 0.5003 -0.95 -3.32 1.77 0.377
```
Forces are in eV/Å.



Entry 4:
DFT (ωB97M-V/def2-TZVPD) results for a cluster of 2 separate species, C6H4INS in total at a distorted geometry.

The value obtained for the gap between HOMO and LUMO is 7.034 eV. Its charge is 0.

Geometry as XYZ:
```
13
Properties=species:S:1:pos:R:3:forces:R:3:nbo_charge:R:1
C 1.4035 -0.5757 1.1504 0.56 1.56 -0.05 0.003
C 1.0033 1.7762 0.4847 -1.21 -1.92 -1.12 -0.307
C 1.1993 -1.8341 0.6230 0.14 0.25 -0.14 -0.081
C 0.0764 1.6052 -0.5205 -0.90 0.19 -1.87 -0.292
C 1.5076 0.6721 1.1328 -0.84 -3.32 -0.22 0.000
C -0.5398 -1.3231 -1.0055 0.42 -0.56 1.30 0.116
N 0.2963 -1.9051 -0.3199 -1.33 1.53 -1.19 -0.356
S -0.2801 0.3296 -1.7782 0.74 1.34 1.05 0.218
I -3.5436 0.1026 0.1529 -0.16 -0.13 0.05 -0.104
H -3.5013 -1.3335 -0.5790 0.04 0.19 0.07 0.115
H 1.1848 2.7109 0.8413 0.35 2.70 0.79 0.226
H 1.8161 -2.6817 0.6301 1.08 -0.78 0.78 0.224
H -0.6223 2.4566 -0.8119 1.11 -1.05 0.56 0.238
```
Forces are in eV/Å.



Entry 5:
DFT (ωB97M-V/def2-TZVPD) results for a cluster of 7 separate species, C21H26Cl2F4O18 in total at a distorted geometry.

Its spin multiplicity is 2. The value obtained for the gap between HOMO and LUMO (alpha / beta) is 11.025 / 3.741 eV. Its charge is +1.

Geometry as XYZ:
```
71
Properties=species:S:1:pos:R:3:forces:R:3:lowdin_spin:R:1
C 1.2461 3.3030 4.9509 0.95 -0.22 -0.69 0.000
C 0.3523 3.1059 3.7200 -0.15 1.08 2.95 0.000
C -0.9186 3.9547 3.8881 0.41 -0.93 -1.53 0.000
O -0.9519 4.6112 2.6169 -0.29 1.05 -1.92 0.000
C 0.1256 4.3146 1.7959 -0.67 0.25 0.42 0.000
O 0.3239 4.5863 0.6290 -0.87 -0.15 2.26 0.000
O 0.9892 3.6379 2.5622 0.66 -1.47 -0.28 0.000
H 1.7891 4.2441 4.8625 -0.30 0.27 0.02 0.000
H 2.0388 2.5554 4.9798 -0.15 -0.24 0.13 0.000
H 0.7094 3.2955 5.8995 -0.16 -0.15 -0.19 0.000
H -0.0255 2.0835 3.7166 0.86 -0.32 -1.10 0.000
H -0.9500 4.6269 4.7456 0.10 0.24 -0.39 0.000
H -1.7404 3.2387 3.8891 -0.37 0.50 0.34 0.000
C -3.7303 -1.3172 -1.8889 -0.32 1.31 0.39 0.064
C -2.3859 -1.6789 -2.5865 -1.13 0.17 0.43 0.063
C -1.5186 -2.6223 -1.8488 -0.82 -0.59 -0.93 0.146
O -1.5622 -3.7857 -2.5839 0.66 -0.52 0.48 0.324
C -2.2631 -3.5999 -3.7505 0.27 -2.01 -3.96 0.013
O -2.2783 -4.3637 -4.6936 -0.02 1.78 3.02 0.015
O -2.7850 -2.3762 -3.7182 -0.12 -0.24 -0.79 0.151
H -3.4776 -0.5504 -1.1566 -0.18 -0.28 0.36 0.003
H -4.3096 -2.1399 -1.4698 0.83 -0.36 0.26 0.001
H -4.4700 -0.8681 -2.5517 0.62 0.20 -0.59 0.001
H -1.7687 -0.8340 -2.8919 -0.33 0.66 -0.08 0.028
H -1.8509 -2.9314 -0.8577 -0.10 -0.11 1.31 0.070
H -0.5121 -2.2332 -1.6954 0.89 -0.10 0.18 0.062
C 4.5548 0.8174 4.2751 0.75 0.10 0.04 0.000
Cl 4.6204 1.3206 2.5409 -0.18 -0.17 0.74 0.000
Cl 3.1651 -0.1808 4.6921 0.05 0.19 -0.21 0.000
H 5.4663 0.2570 4.4833 -0.24 -0.13 -0.28 0.000
H 4.5970 1.6983 4.9157 -0.39 0.04 -0.34 0.000
C 2.2657 -4.2484 -4.7959 0.26 -1.83 -0.66 0.000
C 1.5036 -3.6735 -5.9459 0.47 -2.53 -0.56 0.000
O 0.6525 -2.8129 -5.2401 -2.57 0.45 -3.04 0.003
C 1.2579 -2.3706 -4.1980 -0.53 3.79 3.46 0.001
O 0.8847 -1.3536 -3.5421 1.13 -3.87 -1.82 0.018
O 2.2798 -3.1654 -3.9538 1.41 1.96 2.91 0.001
F 0.8078 -4.6812 -6.5920 0.36 1.54 0.46 0.000
H 3.2777 -4.5907 -5.0119 -0.13 0.19 -0.03 0.000
H 1.6912 -5.0552 -4.3409 -0.01 -0.21 -0.04 0.000
H 2.2053 -3.1733 -6.6134 -0.73 0.39 -0.51 0.000
C 1.2943 0.7434 0.7579 -0.75 -0.08 -0.30 0.000
C 0.8356 -0.0913 -0.4257 0.74 0.78 0.48 0.000
O -0.3441 -0.7307 0.0637 -0.87 -0.02 -0.51 0.002
C -0.4214 -0.6203 1.4204 -0.18 -0.67 2.64 0.000
O -1.2457 -1.0820 2.2056 1.70 1.05 -2.89 0.000
O 0.6638 0.0566 1.8375 -0.65 0.23 0.69 0.000
F 1.7744 -1.0166 -0.6411 0.58 -1.53 -0.34 0.000
H 0.8611 1.7375 0.6474 0.37 0.23 0.32 0.000
H 2.3686 0.7191 0.9406 -0.23 0.20 -0.32 0.000
H 0.7108 0.4299 -1.3749 -0.62 0.07 0.12 0.000
C 3.4017 3.8782 -0.2727 -0.82 0.45 0.92 0.000
C 3.4534 4.9895 -1.3166 -1.12 -1.38 1.57 0.000
O 2.5191 4.5178 -2.2825 0.66 -0.42 -0.56 0.000
C 2.3642 3.1577 -2.1690 -2.21 -1.33 -1.86 0.000
O 1.6946 2.4406 -2.9449 2.62 2.61 2.92 0.000
O 2.9656 2.7440 -1.0407 -0.45 -0.23 0.05 0.000
F 4.7270 4.9629 -1.6802 1.57 0.75 -2.03 0.000
H 2.7089 4.1803 0.5127 -0.53 -0.62 -0.15 0.000
H 4.3247 3.6192 0.2461 0.21 0.22 -0.63 0.000
H 3.1564 5.9948 -1.0180 -0.01 -0.15 -0.08 0.000
C -4.8014 -1.7897 1.9399 -0.45 0.52 -0.85 0.000
C -5.5707 -3.0587 2.3722 0.76 1.61 1.49 0.000
O -4.5983 -4.0165 2.2410 1.58 -1.03 -0.32 0.002
C -3.5434 -3.5580 1.4728 0.70 -2.04 -0.07 0.002
O -2.5911 -4.2230 1.1344 -1.28 0.74 0.23 0.028
O -3.7455 -2.3155 1.1222 -0.20 0.75 -0.13 0.002
F -6.6236 -3.3578 1.6197 -0.85 -0.09 -1.36 0.000
H -4.3083 -1.2036 2.7155 -0.38 -0.26 0.33 0.000
H -5.3811 -1.1345 1.2897 -0.20 -0.04 0.25 0.000
H -5.9555 -3.0178 3.3912 0.38 -0.03 0.14 0.000
```
Forces are in eV/Å.



Number 1: DFT total energy -249670.051 eV. Number 2: DFT total energy -16639.250 eV. Number 3: DFT total energy -28021.001 eV. Number 4: DFT total energy -26706.043 eV. Number 5: DFT total energy -94958.007 eV.